[1]
The following is a quantum chemistry calculation of C15H15ClN4O2 in the gas phase, from OMol25.

XYZ file:
```
37
Properties=species:S:1:pos:R:3
C 0.998 0.866 3.538
C 1.303 1.679 2.206
C 1.399 0.771 0.990
N 0.112 0.260 0.598
C -0.801 0.913 -0.189
O -0.846 2.136 -0.007
N -1.683 0.315 -1.074
C -1.802 -0.963 -1.056
C -2.705 -1.679 -1.937
C -2.622 -2.981 -2.166
Cl -3.785 -3.736 -3.295
C -1.679 -3.723 -1.521
C -1.086 -3.340 -0.352
C -1.289 -1.865 0.150
C -0.111 -1.139 0.682
O 0.816 -1.846 1.143
C 2.587 2.481 2.401
N 2.866 3.420 1.238
C 3.968 3.489 0.390
C 3.654 4.447 -0.539
N 2.350 4.951 -0.358
C 1.965 4.324 0.752
H 0.734 1.398 4.445
H 1.793 0.034 3.715
H 0.110 0.266 3.312
H 0.531 2.396 1.956
H 1.813 1.263 0.063
H 2.144 -0.031 1.154
H -3.598 -1.234 -2.348
H -1.475 -4.735 -1.882
H -0.435 -4.007 0.223
H -2.020 -1.864 0.930
H 3.453 1.802 2.384
H 2.547 3.031 3.388
H 4.926 3.079 0.674
H 4.408 4.794 -1.353
H 1.040 4.611 1.324
```

Properties
- orbital gap (eV) = 7.268
- HOMO (Ha) = -0.316
- total charge = 0


[2]
The following is a quantum chemistry calculation of 3 unconnected molecules or ions with the total composition C15H15F16IO6, from OMol25.

XYZ file:
```
53
Properties=species:S:1:pos:R:3
F 0.866 -0.482 -4.944
C 2.148 -0.379 -5.350
F 2.143 0.019 -6.643
C 2.889 -1.715 -5.255
F 2.384 -2.599 -6.141
F 4.163 -1.435 -5.652
C 3.025 -2.378 -3.874
O 2.134 -3.426 -3.516
C 0.911 -3.202 -2.936
F 0.762 -1.926 -2.534
F 0.866 -3.967 -1.817
C -0.255 -3.675 -3.809
F -0.225 -3.103 -5.023
F -1.415 -3.331 -3.198
H 2.654 0.383 -4.751
H 3.986 -2.885 -3.918
H 3.110 -1.637 -3.081
H -0.215 -4.760 -3.926
F 0.709 3.754 2.001
C 0.072 2.600 1.702
F 0.805 1.961 0.758
C -1.334 2.841 1.156
F -1.282 3.449 -0.049
F -1.849 1.592 0.950
C -2.347 3.563 2.060
O -2.585 4.950 1.871
C -1.836 5.929 2.480
F -1.028 5.438 3.437
F -2.709 6.761 3.089
C -1.074 6.793 1.469
F -0.288 6.046 0.674
F -0.293 7.666 2.146
H 0.031 1.974 2.593
H -3.303 3.117 1.792
H -2.185 3.323 3.110
H -1.782 7.347 0.848
C -1.670 -3.821 1.572
C -0.868 -2.785 0.821
O 0.184 -2.166 1.559
C -0.158 -1.661 2.764
O 0.311 -0.301 2.990
C 0.081 -0.171 4.325
O -0.257 0.834 4.890
O 0.236 -1.387 4.940
C 0.584 -2.305 3.929
I 2.702 -2.265 3.694
H -1.052 -4.501 2.135
H -2.408 -3.377 2.212
H -2.210 -4.400 0.846
H -0.381 -3.275 0.006
H -1.541 -2.061 0.381
H -1.216 -1.572 2.969
H 0.207 -3.301 4.059
```

Properties
- orbital gap (eV) = 10.176
- HOMO (Ha) = -0.369
- total charge = 0


[3]
The following is a quantum chemistry calculation of a molecular structure, C15H15IrN7O5S2, from OMol25.

XYZ file:
```
45
Properties=species:S:1:pos:R:3
Ir -0.620 -0.769 0.662
O 1.764 -1.780 4.257
C 1.334 -1.358 3.203
O 0.278 -0.712 2.987
C 2.214 -1.566 1.941
C 3.369 -2.328 2.017
C 4.160 -2.412 0.886
C 3.771 -1.728 -0.255
C 2.582 -1.016 -0.244
N 1.825 -0.951 0.838
H 3.596 -2.835 2.942
H 5.064 -3.004 0.889
H 4.369 -1.759 -1.151
H 2.224 -0.500 -1.123
N 0.712 1.987 2.271
C 0.315 2.293 1.036
N 0.678 3.474 0.544
C 0.213 3.811 -0.673
N 0.619 4.979 -1.200
N -0.636 3.067 -1.342
C -0.986 1.866 -0.844
N -0.441 1.411 0.354
C -1.887 1.056 -1.553
C -2.539 1.513 -2.730
C -3.360 0.666 -3.413
C -3.542 -0.649 -2.948
C -2.887 -1.029 -1.791
N -2.123 -0.204 -1.102
H 1.316 2.619 2.766
H 0.511 1.064 2.644
H 1.286 5.535 -0.698
H 0.301 5.236 -2.117
H -2.349 2.526 -3.043
H -3.869 0.994 -4.306
H -4.172 -1.342 -3.478
H -3.001 -2.030 -1.399
C -2.331 -0.217 1.787
H -2.721 0.748 1.478
H -2.063 -0.198 2.840
H -3.083 -0.984 1.625
O 1.434 -3.616 -0.302
S 0.136 -3.132 -0.689
O 0.162 -1.732 -1.167
O -0.675 -3.978 -1.512
S -0.950 -3.018 1.113
```

Properties
- 2S+1 = 2
- orbital gap (alpha / beta) (eV) = 6.376 / 6.311
- HOMO (alpha / beta) (Ha) = -0.299 / -0.297
- total charge = 0
- ⟨S²⟩ = 0.758


[4]
The following is a quantum chemistry calculation of a molecular structure, C15H15MgNO3SSbSe4, from OMol25.

XYZ file:
```
41
Properties=species:S:1:pos:R:3
Mg -0.399 -0.563 -0.699
O -0.278 1.468 -0.658
C -1.194 2.549 -0.679
C -2.026 2.584 0.588
C -2.657 1.242 1.005
C -3.381 0.517 -0.098
C -4.768 0.492 -0.166
C -5.390 -0.157 -1.217
C -4.611 -0.769 -2.185
C -3.239 -0.724 -2.038
N -2.628 -0.100 -1.024
H 0.688 1.735 -0.840
H -1.838 2.453 -1.559
H -0.635 3.481 -0.779
H -2.806 3.339 0.445
H -1.403 2.918 1.420
H -3.362 1.425 1.817
H -1.882 0.590 1.417
H -5.344 0.978 0.611
H -6.470 -0.191 -1.277
H -5.046 -1.294 -3.023
H -2.589 -1.227 -2.743
O 2.203 1.691 -0.963
C 2.365 0.487 -0.666
O 1.563 -0.446 -0.919
C 3.551 0.040 0.139
C 4.788 -0.194 -0.431
C 5.831 -0.687 0.342
C 5.631 -0.953 1.688
C 4.387 -0.726 2.262
C 3.337 -0.228 1.496
S 1.819 0.211 2.321
H 4.929 -0.013 -1.490
H 6.794 -0.882 -0.114
H 6.438 -1.353 2.289
H 4.212 -0.943 3.307
Se -0.643 -2.948 -1.539
Sb 0.871 -3.581 0.352
Se -0.238 -5.115 1.801
Se 3.197 -3.779 -0.083
Se 0.224 -1.326 1.887
```

Properties
- orbital gap (eV) = 6.403
- HOMO (Ha) = -0.159
- total charge = -1


[5]
The following is a quantum chemistry calculation of a molecular structure, C15H15MnN8S, from OMol25.

XYZ file:
```
40
Properties=species:S:1:pos:R:3
Mn -0.366 -1.137 -0.564
N -3.131 0.862 -1.001
C -2.057 1.416 -1.579
N -2.191 2.579 -2.185
C -1.090 3.061 -2.766
N -1.176 4.227 -3.396
N 0.107 2.437 -2.771
C 0.152 1.294 -2.136
N -0.887 0.722 -1.501
C 1.444 0.563 -2.131
C 2.552 1.082 -2.784
C 3.740 0.373 -2.761
C 3.781 -0.839 -2.088
C 2.633 -1.293 -1.469
N 1.482 -0.615 -1.480
H -4.025 1.306 -1.120
H -3.087 -0.097 -0.712
H -2.055 4.712 -3.437
H -0.365 4.611 -3.847
H 2.449 2.027 -3.295
H 4.619 0.752 -3.265
H 4.684 -1.430 -2.046
H 2.618 -2.243 -0.949
C -0.241 -0.857 5.873
C -0.271 -0.910 4.380
C 0.243 0.116 3.591
C 0.186 0.017 2.217
N -0.348 -1.035 1.580
C -0.845 -2.028 2.334
C -0.825 -2.002 3.710
H 0.223 0.057 6.235
H 0.309 -1.712 6.269
H -1.256 -0.917 6.270
H 0.688 0.990 4.046
H 0.581 0.813 1.595
H -1.271 -2.866 1.795
H -1.240 -2.832 4.266
S -2.629 -4.884 -2.153
C -1.857 -3.632 -1.579
N -1.278 -2.687 -1.145
```

Properties
- 2S+1 = 6
- orbital gap (alpha / beta) (eV) = 6.944 / 7.048
- HOMO (alpha / beta) (Ha) = -0.389 / -0.396
- total charge = +1
- ⟨S²⟩ = 8.761


[6]
The following is a quantum chemistry calculation of a molecular structure, C15H15N2O5Pb, from OMol25.

XYZ file:
```
38
Properties=species:S:1:pos:R:3
Pb 0.830 0.433 -0.385
C 4.285 0.622 -0.794
C 3.787 1.351 0.316
C 2.865 0.572 0.985
C 2.720 -0.706 0.187
C 3.655 -0.601 -0.879
H 5.013 0.993 -1.500
H 4.100 2.339 0.618
H 2.444 0.737 1.966
H 2.331 -1.630 0.599
H 3.818 -1.356 -1.631
N 1.468 2.204 -4.498
C 1.219 1.842 -3.241
O 1.850 0.934 -2.690
C 0.143 2.617 -2.494
C -0.545 1.767 -1.449
H 2.202 1.738 -5.008
H 0.956 2.944 -4.946
H -0.591 3.016 -3.196
H 0.638 3.476 -2.034
H -1.262 1.060 -1.865
H -1.014 2.342 -0.656
O -0.207 1.085 1.616
C -1.125 0.505 2.220
C -1.764 -0.727 1.882
C -2.758 -1.157 2.784
C -3.421 -2.325 2.556
C -3.137 -3.117 1.438
C -2.180 -2.717 0.544
C -1.464 -1.516 0.732
O -0.574 -1.195 -0.169
N -4.461 -2.757 3.502
O -4.674 -2.042 4.459
O -5.014 -3.811 3.273
H -1.496 0.996 3.129
H -3.002 -0.566 3.657
H -3.686 -4.037 1.297
H -1.947 -3.314 -0.326
```

Properties
- orbital gap (eV) = 7.722
- HOMO (Ha) = -0.437
- total charge = +1


[7]
The following is a quantum chemistry calculation of C15H15N3O4S in the gas phase, from OMol25.

XYZ file:
```
38
Properties=species:S:1:pos:R:3
O 0.819 -0.555 0.149
C 0.245 0.064 -0.722
C -0.872 -0.589 -1.542
N -1.379 -1.751 -0.851
S -2.818 -1.524 0.006
O -2.567 -1.458 1.416
O -3.523 -0.441 -0.621
C -3.624 -3.072 -0.371
C -4.293 -3.205 -1.571
C -4.881 -4.420 -1.883
C -4.788 -5.480 -0.994
C -4.115 -5.332 0.209
C -3.526 -4.118 0.524
N 0.516 1.340 -1.099
N 1.443 2.223 -0.641
C 2.230 1.959 0.328
C 3.196 2.944 0.767
C 3.312 4.192 0.146
C 4.237 5.112 0.581
C 5.075 4.807 1.655
O 5.973 5.742 2.054
C 4.967 3.569 2.280
C 4.038 2.649 1.839
H -0.467 -0.894 -2.515
H -1.710 0.095 -1.695
H -0.666 -2.107 -0.219
H -4.352 -2.355 -2.232
H -5.411 -4.541 -2.816
H -5.247 -6.426 -1.239
H -4.050 -6.159 0.899
H -3.003 -3.959 1.454
H -0.043 1.747 -1.838
H 2.225 1.016 0.868
H 2.659 4.417 -0.682
H 4.336 6.077 0.110
H 6.485 5.411 2.803
H 5.616 3.331 3.114
H 3.961 1.690 2.330
```

Properties
- orbital gap (eV) = 8.787
- HOMO (Ha) = -0.302
- total charge = 0


[8]
The following is a quantum chemistry calculation of a gas-phase ion, C15H15N4O11 (charge -1), from OMol25.

XYZ file:
```
45
Properties=species:S:1:pos:R:3
C 3.063 -2.697 1.022
C 1.620 -2.904 1.416
O 0.939 -1.731 0.833
C -0.097 -1.121 1.431
O -0.575 -1.451 2.528
C -0.576 0.119 0.657
C -0.301 1.294 1.572
C -1.043 2.563 1.289
O 0.504 1.178 2.523
C -2.093 -0.177 0.619
O -2.942 0.687 0.721
O -2.451 -1.508 0.720
C -3.844 -1.691 0.970
C -4.134 -3.165 1.119
C 0.670 0.780 -0.539
C 1.637 1.841 -0.407
N 2.680 1.677 0.610
O 3.317 2.712 0.907
O 2.916 0.543 1.072
C 1.929 2.812 -1.376
C 1.375 2.751 -2.658
N 1.657 3.803 -3.623
O 1.148 3.812 -4.757
O 2.426 4.719 -3.251
C 0.601 1.560 -2.925
N 0.369 1.019 -4.145
O -0.103 -0.244 -3.883
N -0.139 -0.503 -2.485
O -0.472 -1.606 -2.063
C 0.239 0.692 -1.873
H 3.663 -3.584 1.236
H 3.133 -2.465 -0.050
H 3.473 -1.835 1.565
H 1.186 -3.777 0.907
H 1.460 -2.931 2.509
H -2.090 2.299 1.084
H -0.991 3.223 2.165
H -0.639 3.093 0.411
H -4.185 -1.187 1.885
H -4.434 -1.306 0.132
H -5.191 -3.281 1.402
H -3.990 -3.708 0.173
H -3.529 -3.653 1.901
H 1.151 -0.245 -0.185
H 2.661 3.590 -1.157
```

Properties
- orbital gap (eV) = 7.103
- HOMO (Ha) = -0.179
- total charge = -1


[9]
The following is a quantum chemistry calculation of a molecular structure, C15H15NO4S, from OMol25.

XYZ file:
```
36
Properties=species:S:1:pos:R:3
C -4.942 -2.371 0.993
H -4.151 -2.604 1.726
O -4.147 -2.069 -0.329
C -3.378 -1.147 -0.405
C -3.110 -0.419 0.509
C -2.291 0.705 0.522
C -1.699 0.841 -0.589
C -1.925 0.112 -1.920
C -2.862 -0.907 -1.708
H -3.010 -1.657 -2.424
H -1.488 0.422 -2.740
N -0.817 2.121 -1.041
S 0.502 2.193 0.080
O 1.362 3.399 -0.428
O -0.147 2.728 1.301
C 1.250 0.779 0.505
C 0.948 -0.241 1.406
C 1.479 -1.376 1.544
C 2.636 -1.521 0.506
C 2.913 -0.673 -0.295
C 2.287 0.504 -0.610
H 2.510 1.337 -1.097
C 4.050 -1.236 -1.141
H 4.908 -0.711 -0.965
H 3.788 -1.291 -2.491
C 4.287 -2.693 -0.504
H 4.039 -3.741 -1.173
H 5.223 -2.677 -0.062
O 3.142 -2.822 0.657
H 1.252 -2.071 2.288
H 0.142 0.331 1.981
H -0.383 2.093 -2.002
H -1.984 1.519 1.291
H -3.626 -0.475 1.605
H -5.643 -1.574 1.180
H -5.595 -3.029 0.772
```

Properties
- orbital gap (eV) = 7.811
- HOMO (Ha) = -0.309
- total charge = 0


[10]
The following is a quantum chemistry calculation of a molecular structure, C15H15NO7PdS3, from OMol25.

XYZ file:
```
42
Properties=species:S:1:pos:R:3
Pd -1.722 0.271 0.508
C -1.791 3.733 1.995
C -2.834 2.832 1.969
C -2.644 1.531 2.459
C -1.393 1.154 2.949
C -0.341 2.074 2.968
C -0.545 3.355 2.501
H -1.935 4.739 1.623
H -3.808 3.128 1.601
H -3.480 0.851 2.574
H -1.274 0.170 3.385
H 0.624 1.778 3.358
H 0.267 4.069 2.511
C 4.960 -1.865 -0.659
C 3.516 -1.788 -1.065
C 2.504 -1.753 -0.107
C 1.174 -1.673 -0.480
C 0.851 -1.614 -1.830
C 1.839 -1.659 -2.804
C 3.163 -1.748 -2.412
S -0.834 -1.497 -2.305
O -1.616 -2.460 -1.583
O -0.892 -1.428 -3.736
N -1.321 -0.022 -1.687
C -0.850 1.087 -2.342
C 0.077 2.018 -1.218
O 0.928 2.650 -1.774
O -0.368 1.900 -0.066
H 5.061 -2.018 0.415
H 5.484 -0.943 -0.918
H 5.468 -2.684 -1.168
H 2.761 -1.802 0.943
H 0.393 -1.700 0.270
H 1.567 -1.617 -3.849
H 3.940 -1.785 -3.166
H -1.589 1.882 -2.483
H -0.258 0.916 -3.237
O -1.565 -1.692 1.492
S -2.971 -2.192 1.549
O -3.759 -1.572 2.583
O -3.098 -3.587 1.322
S -3.689 -1.037 -0.087
```

Properties
- 2S+1 = 5
- orbital gap (alpha / beta) (eV) = 9.633 / 6.595
- HOMO (alpha / beta) (Ha) = -0.345 / -0.357
- total charge = 0
- ⟨S²⟩ = 6.019


[11]
The following is a quantum chemistry calculation of a molecular structure, C15H16BN6NiO4, from OMol25.

XYZ file:
```
43
Properties=species:S:1:pos:R:3
Ni -0.126 0.061 0.037
O 0.649 -5.735 4.710
N 1.086 -4.614 4.595
O 1.822 -4.072 5.393
C 0.658 -3.839 3.400
C -0.189 -4.479 2.568
C -0.676 -3.859 1.380
C -1.589 -4.479 0.509
C -2.011 -3.800 -0.605
C -1.513 -2.517 -0.843
N -0.654 -1.914 -0.041
C -0.243 -2.570 1.069
C 0.649 -1.883 1.965
N 0.983 -0.622 1.610
C 1.753 0.099 2.400
C 2.246 -0.412 3.600
C 1.933 -1.692 3.975
C 1.107 -2.487 3.147
H -0.507 -5.484 2.807
H -1.951 -5.475 0.730
H -2.717 -4.235 -1.297
H -1.831 -1.975 -1.725
H 1.984 1.104 2.069
H 2.869 0.208 4.229
H 2.309 -2.088 4.902
C 0.428 4.633 -2.311
O 0.912 3.757 -1.278
C 0.504 2.517 -1.191
O 0.933 1.796 -0.295
N -0.361 2.048 -2.131
N -0.838 0.740 -1.966
H 0.928 5.579 -2.146
H -0.649 4.780 -2.219
H 0.693 4.252 -3.297
H -0.843 2.661 -2.767
H -0.585 0.185 -2.777
H -1.849 0.752 -1.856
B -3.809 1.487 2.470
C -2.605 1.103 1.578
N -1.701 0.801 0.917
H -3.509 1.152 3.594
H -4.783 0.957 1.989
H -3.958 2.686 2.465
```

Properties
- 2S+1 = 3
- orbital gap (alpha / beta) (eV) = 7.210 / 7.120
- HOMO (alpha / beta) (Ha) = -0.421 / -0.420
- total charge = +1
- ⟨S²⟩ = 2.004


[12]
The following is a quantum chemistry calculation of C15H16F3NO3 in the gas phase, from OMol25.

XYZ file:
```
38
Properties=species:S:1:pos:R:3
C -4.325 -1.072 0.664
C -4.171 0.449 0.527
C -3.240 1.038 1.592
C -2.638 2.399 1.221
N -1.342 2.277 0.533
C -1.318 1.707 -0.771
O -2.000 2.078 -1.690
C -0.255 0.666 -0.775
C 0.093 -0.251 -1.749
C 1.138 -1.116 -1.463
C 1.836 -1.046 -0.245
C 2.992 -1.985 0.005
C 4.242 -1.724 -0.847
O 4.111 -2.157 -2.181
C 4.713 -0.275 -0.801
F 3.935 0.536 -1.548
F 4.720 0.197 0.456
F 5.960 -0.165 -1.286
C 1.463 -0.119 0.722
C 0.407 0.725 0.438
C -0.223 1.804 1.255
O 0.169 2.246 2.301
H -4.983 -1.339 1.491
H -4.739 -1.495 -0.252
H -3.344 -1.530 0.815
H -5.155 0.917 0.608
H -3.798 0.663 -0.476
H -2.435 0.334 1.820
H -3.815 1.177 2.512
H -3.301 2.944 0.547
H -2.472 3.013 2.105
H -0.452 -0.272 -2.684
H 1.430 -1.867 -2.187
H 2.662 -2.997 -0.237
H 3.277 -1.973 1.056
H 5.061 -2.300 -0.409
H 3.814 -1.427 -2.736
H 1.980 -0.057 1.672
```

Properties
- orbital gap (eV) = 9.378
- HOMO (Ha) = -0.358
- total charge = 0